[1]
DFT (ωB97M-V with the def2-TZVPD basis set) results for a 2-piece molecular cluster, C4H12S2 overall.

```
18
Properties=species:S:1:pos:R:3:forces:R:3
S -2.4283 -1.9053 3.1523 0.89 1.82 0.88
C -3.1840 -0.3193 2.5234 -0.17 -0.62 -0.14
C -3.3640 -3.0805 2.2730 -1.32 -0.49 -1.26
H -2.6464 0.5654 2.9040 -0.05 -0.66 -0.02
H -4.2384 -0.2537 2.8406 0.42 -0.06 -0.08
H -3.1467 -0.3065 1.4211 0.05 -0.01 0.43
H -3.1197 -4.1257 2.5270 0.11 0.62 0.10
H -3.1890 -2.9304 1.1944 -0.21 -0.30 0.29
H -4.4329 -2.9080 2.4834 0.28 -0.31 -0.19
S 2.4185 1.7973 -1.5314 0.21 0.08 0.35
C 2.8023 2.7683 -2.9937 -0.06 0.54 -0.34
C 3.7802 0.6183 -1.6705 0.19 -0.62 -0.71
H 1.9527 3.4603 -3.1200 0.40 -0.23 -0.05
H 2.9102 2.1717 -3.9151 -0.15 0.07 0.45
H 3.7208 3.3616 -2.8491 -0.35 -0.23 -0.02
H 4.1415 0.1552 -0.7368 -0.48 0.49 -0.23
H 4.6316 1.1074 -2.1730 -0.30 -0.20 0.30
H 3.3917 -0.1761 -2.3297 0.54 0.10 0.25
```
Forces are in eV/Å.

- Total energy: -26012.486 eV
- Molecular weight: 124.3 g mol⁻¹
- Energy relative to the best compared isomer or geometry (same formula, charge and spin): 0.632 eV
- Lowest unoccupied orbital energy: 0.0318 Eh
- Spin multiplicity: 1

Results of the Löwdin charge analysis, in e, for atoms 1 through 8: S 0.70; C -0.39; C -0.51; H 0.03; H 0.03; H 0.03; H 0.04; H 0.04

***

[2]
DFT (ωB97M-V with the def2-TZVPD basis set) results for a 2-piece molecular cluster, H2N2O2 overall.

```
6
Properties=species:S:1:pos:R:3:forces:R:3
N 0.9354 -1.1875 1.4698 -0.16 -0.06 -0.03
N -0.3750 0.3002 -0.4650 -1.30 3.45 -2.29
O 0.8775 -0.0769 1.2312 1.14 -0.19 1.45
O -1.2275 -0.6318 -0.5292 -0.36 0.33 0.25
H -0.6105 1.3904 -0.6245 -0.57 -2.71 1.07
H 0.4002 0.2055 -1.0824 1.25 -0.82 -0.45
```
Forces are in eV/Å.

- Total energy: -7101.808 eV
- Molecular weight: 62.0 g mol⁻¹
- Energy relative to the best compared isomer or geometry (same formula, charge and spin): 3.771 eV
- Lowest unoccupied orbital energy (alpha / beta): 0.0124 / -0.0052 Eh
- Spin multiplicity: 1

Atom-resolved charges from Löwdin, all expressed in e: N 0.11; N -0.17; O -0.07; O -0.13; H 0.17; H 0.08

***

[3]
DFT (ωB97M-V with the def2-TZVPD basis set) results for C4H3NO2 in the gas phase.

```
10
Properties=species:S:1:pos:R:3:forces:R:3
C -1.7685 -0.6635 -0.0232 -0.41 1.25 0.41
C -0.2905 -0.3944 -0.0448 -0.49 1.19 -0.22
C 0.3080 0.9183 -0.0542 0.99 -1.93 0.29
C 1.6289 0.6130 0.0062 0.02 0.32 0.11
H -2.0755 -1.7139 0.0093 -0.02 -0.16 -0.13
H -0.1864 1.8409 -0.0154 -0.43 0.98 -0.09
H 2.5350 1.2090 0.0630 -0.30 -0.11 -0.06
N 0.5903 -1.3406 -0.0217 0.57 -0.46 0.24
O -2.5775 0.2511 0.0430 1.15 -1.27 -0.24
O 1.8361 -0.7198 0.0378 -1.08 0.18 -0.29
```
Forces are in eV/Å.

- Total energy: -9779.546 eV
- Molecular weight: 97.1 g mol⁻¹
- Energy relative to the best compared isomer or geometry (same formula, charge and spin): 2.141 eV
- Lowest unoccupied orbital energy: -0.0016 Eh
- Spin multiplicity: 1

Results of the Löwdin charge analysis, in e, for atoms 1 through 8: C -0.17; C -0.27; C 0.02; C -0.10; H 0.12; H 0.10; H 0.13; N 0.12

***

[4]
DFT (ωB97M-V with the def2-TZVPD basis set) results for C18H39GaN2O10PS6 as an isolated structure.

```
77
Properties=species:S:1:pos:R:3:forces:R:3
C -0.0397 0.0659 1.1451 1.36 0.11 0.44
S -1.2129 -1.0431 0.2375 2.94 -3.86 -1.65
O -0.9179 -2.4681 0.7501 -0.63 2.97 0.05
O -0.8532 -1.0432 -1.2378 -0.82 1.13 2.24
Ga -3.4533 -0.6644 0.6892 -1.20 1.10 -0.03
C -4.0594 1.2837 0.4639 -1.00 0.57 -0.22
C -4.4084 1.7229 -1.0412 0.18 0.11 -0.52
C -3.2090 1.5629 -2.1020 -1.18 0.50 -0.59
C -2.0745 2.6998 -2.0347 0.84 -1.13 -0.29
N -1.6949 3.1430 -0.6590 -0.45 -0.34 -0.01
N -3.6807 -1.0901 2.6112 -0.41 5.64 3.64
C -3.8950 -0.0207 3.2727 -0.88 -3.17 -2.86
S -4.5343 1.3940 3.9190 1.49 -2.45 -0.56
P -4.8712 -2.2181 -0.4234 0.49 -1.33 0.56
O -4.4146 -2.4990 -2.0463 0.25 -0.67 1.95
O -4.7471 -3.6757 0.5071 -0.03 0.69 -2.43
S -6.6803 -1.5541 -0.1851 0.16 -0.05 -0.68
H -0.4178 0.2280 2.2130 0.31 -0.09 -1.57
H 0.9724 -0.5022 1.2261 -1.89 0.86 -0.27
H 0.2112 1.0466 0.5942 -0.77 -1.51 0.82
H -5.0441 1.3886 1.0677 1.65 -0.30 -0.86
H -3.2951 1.9429 0.9989 -1.10 -0.73 -0.84
H -5.2810 1.0681 -1.4206 1.33 0.94 0.72
H -4.7921 2.8162 -1.1198 0.59 -1.59 0.37
H -3.6949 1.6547 -3.1531 0.80 -0.25 1.57
H -2.8148 0.4897 -2.0381 -0.09 1.60 -0.01
H -2.3192 3.6497 -2.6343 0.02 -1.50 0.77
H -1.1132 2.2361 -2.5019 -1.89 1.01 0.78
H -1.4660 2.2918 -0.1117 -0.29 0.91 -0.42
H -2.4947 3.6052 -0.1801 0.74 -0.69 -0.55
H -3.5075 -2.9070 -2.0845 -1.01 0.66 0.19
H -5.1999 -4.4172 0.0295 0.35 0.93 0.58
C 4.4932 -2.9077 -1.4244 0.04 -0.20 0.00
C 3.0120 -3.1656 -1.1412 -0.13 0.02 -0.26
C 2.7390 -2.7391 0.3017 -0.29 -0.33 -0.03
S 3.9285 -1.4550 0.6768 -0.30 -0.36 -0.38
O 4.8258 -1.9410 1.7025 -0.09 0.35 0.13
O 3.2440 -0.1878 0.7905 0.30 0.09 0.43
C 4.7786 -1.5104 -0.8910 0.36 -0.02 -0.41
H 4.7218 -2.9845 -2.4897 0.01 0.02 0.09
H 5.1049 -3.6443 -0.8928 0.00 0.09 -0.04
H 2.4010 -2.5663 -1.8242 0.02 -0.05 0.09
H 2.7471 -4.2134 -1.2984 -0.01 0.12 0.07
H 1.7285 -2.3438 0.4197 0.07 -0.07 0.10
H 2.8994 -3.5634 0.9996 0.02 0.15 0.05
H 5.8409 -1.3144 -0.7454 -0.11 0.09 0.14
H 4.3394 -0.7458 -1.5358 -0.01 -0.02 0.13
C 0.2876 -3.0430 5.0889 -0.05 0.07 0.17
C 1.5918 -2.3013 4.7895 -0.08 0.21 -0.06
C 2.6991 -3.3502 4.6667 0.36 0.50 0.12
S 1.9033 -4.8537 4.1114 -0.35 0.23 -0.19
O 2.0092 -5.8456 5.1586 0.19 -0.10 -0.30
O 2.2996 -5.1270 2.7470 0.16 -0.35 0.32
C 0.2403 -4.2073 4.1089 -0.40 0.19 -0.03
H -0.5829 -2.3926 4.9808 0.06 -0.10 -0.03
H 0.3041 -3.4188 6.1176 -0.03 0.00 -0.07
H 1.4926 -1.7579 3.8439 0.00 -0.06 0.07
H 1.8276 -1.5687 5.5650 0.01 -0.06 -0.09
H 3.4573 -3.0522 3.9402 0.00 -0.20 0.04
H 3.1678 -3.5526 5.6315 -0.06 -0.13 -0.11
H -0.4624 -4.9871 4.4015 0.17 -0.07 -0.09
H 0.0179 -3.8603 3.0960 0.02 -0.04 0.02
C 0.5084 6.0786 -3.0148 -0.03 -0.02 0.25
C 2.0296 6.0719 -3.1806 0.06 0.24 0.02
C 2.4382 4.6605 -3.6066 0.52 0.24 0.29
S 1.0339 3.9752 -4.4787 -0.14 -0.08 -0.17
O 0.5139 2.8682 -3.7128 0.45 0.15 -0.58
O 1.3554 3.8591 -5.8840 -0.09 -0.25 0.26
C -0.0449 5.3770 -4.2480 -0.28 0.41 0.13
H 0.1153 7.0932 -2.9205 0.01 -0.09 -0.01
H 0.2325 5.5231 -2.1121 -0.06 0.02 -0.09
H 2.3147 6.7887 -3.9581 -0.02 -0.06 0.05
H 2.5378 6.3681 -2.2600 -0.03 -0.04 -0.10
H 3.3038 4.6746 -4.2699 -0.15 -0.19 0.00
H 2.6419 4.0252 -2.7428 -0.12 -0.05 -0.14
H -1.0734 5.0386 -4.1245 0.12 -0.15 -0.09
H 0.0390 6.0117 -5.1332 0.02 -0.13 0.01
```
Forces are in eV/Å.

- Total energy: -169432.297 eV
- Molecular weight: 736.6 g mol⁻¹
- Energy relative to the best compared isomer or geometry (same formula, charge and spin): 2.936 eV
- Lowest unoccupied orbital energy: 0.0737 Eh
- Spin multiplicity: 1
- Net charge: -1

Results of the Löwdin charge analysis, in e, for atoms 1 through 8: C -0.20; S 0.55; O -0.50; O -0.47; Ga 0.25; C -0.30; C -0.28; C -0.20

***

[5]
DFT (ωB97M-V with the def2-TZVPD basis set) results for C18H14F5N2OS2Tl as an isolated structure.

```
43
Properties=species:S:1:pos:R:3:forces:R:3
Tl -0.3461 -2.5877 1.2828 0.05 0.00 -0.01
C -0.4380 1.6987 -0.3769 0.00 0.02 -0.01
C -0.8055 0.4078 0.2930 -0.07 -0.06 0.05
N 0.0836 -0.4985 0.5167 0.06 0.10 -0.04
N 1.3730 -0.2627 0.0693 -0.04 -0.06 0.05
C 2.0613 -1.3073 -0.2048 0.04 0.02 -0.07
S 1.6012 -3.0129 -0.1469 -0.01 0.01 0.03
S 3.7075 -1.1133 -0.7840 -0.06 -0.04 0.02
C 3.8270 0.6819 -0.8705 0.05 0.04 0.03
C 3.1785 1.3718 -2.0487 -0.05 0.03 0.01
C 2.3058 0.7432 -2.9258 0.03 -0.03 -0.02
C 1.7025 1.4568 -3.9533 0.00 0.02 -0.02
C 1.9648 2.8084 -4.1171 -0.01 -0.02 0.00
C 2.8439 3.4428 -3.2500 0.01 -0.01 0.00
C 3.4462 2.7271 -2.2273 -0.02 0.02 0.01
C -2.2017 0.1601 0.6813 -0.03 -0.02 -0.02
C -2.9821 1.2646 1.0598 0.02 0.02 0.00
C -4.3181 1.1472 1.3627 0.00 0.01 0.00
C -4.9246 -0.1046 1.2468 -0.01 -0.01 0.00
C -4.1935 -1.2043 0.8636 0.01 0.00 0.00
C -2.8143 -1.1208 0.5939 0.04 0.03 0.03
O -2.1874 -2.2294 0.2328 -0.05 -0.03 -0.06
H 0.2999 1.5288 -1.1574 0.00 0.00 0.00
H 0.0165 2.3723 0.3544 0.02 0.00 -0.01
H -1.3177 2.1765 -0.7970 0.00 0.01 0.00
H 4.8996 0.8839 -0.8633 0.01 -0.03 -0.01
H 3.4144 1.0723 0.0601 0.02 0.02 -0.02
H 2.0973 -0.3134 -2.8174 0.00 -0.01 0.03
H 1.0253 0.9500 -4.6288 0.00 0.00 0.00
H 1.4933 3.3626 -4.9180 0.00 0.00 0.00
H 3.0650 4.4953 -3.3723 0.00 0.00 0.00
H 4.1329 3.2287 -1.5540 -0.01 0.00 0.01
H -2.5094 2.2368 1.1278 0.00 0.00 0.00
H -4.8883 2.0115 1.6733 0.00 0.00 0.00
H -5.9801 -0.2147 1.4626 0.00 -0.01 0.00
H -4.6491 -2.1813 0.7706 -0.01 0.01 0.01
F -2.2865 -3.4265 3.3796 0.00 0.01 0.00
C -0.9914 -3.0443 3.3544 0.02 -0.01 0.00
F -0.8665 -1.9389 4.1324 -0.01 0.00 0.01
C -0.1570 -4.1602 3.9911 -0.01 0.00 -0.01
F -0.5440 -4.4310 5.2351 0.00 0.00 -0.01
F 1.1321 -3.8028 4.0131 0.00 0.00 0.01
F -0.2705 -5.2744 3.2564 0.01 -0.01 0.01
```
Forces are in eV/Å.

- Total energy: -63871.497 eV
- Molecular weight: 637.8 g mol⁻¹
- Lowest unoccupied orbital energy: -0.0106 Eh
- Spin multiplicity: 1

Results of the Löwdin charge analysis, in e, for atoms 1 through 8: Tl 1.02; C 0.01; C -0.22; N -0.07; N -0.04; C -1.08; S 0.59; S 0.92

***

[6]
DFT (ωB97M-V with the def2-TZVPD basis set) results for CH6N2S as an isolated structure.

```
10
Properties=species:S:1:pos:R:3:forces:R:3
S 0.6008 2.8644 -0.4115 -0.02 -0.44 -0.22
H 1.9337 2.7417 -0.5434 -0.16 -0.10 0.01
N -0.4080 -1.8047 0.7730 -1.15 -0.39 -0.07
C -0.6257 -0.4731 0.4170 1.49 -0.41 -0.01
N -0.2259 0.0862 -0.6566 -2.44 -0.23 -0.39
H -0.5035 -2.5190 0.0673 0.44 0.18 -0.22
H 0.4016 -1.9217 1.3659 -0.23 -0.04 0.20
H -1.0761 0.1056 1.2225 0.76 0.48 0.06
H 0.1746 1.3613 -0.7111 0.13 1.45 0.45
H -0.2715 -0.4408 -1.5231 1.19 -0.49 0.19
```
Forces are in eV/Å.

- Total energy: -14948.017 eV
- Molecular weight: 78.1 g mol⁻¹
- Energy relative to the best compared isomer or geometry (same formula, charge and spin): 1.570 eV
- Lowest unoccupied orbital energy: 0.0011 Eh
- Spin multiplicity: 1

Results of the Löwdin charge analysis, in e, for atoms 1 through 8: S 0.23; H -0.30; N 0.05; C -0.25; N 0.04; H 0.08; H 0.10; H 0.13

***

Looking at strongest force on any atom for the records above, in order, we have 2.21, 4.34, 2.19, 6.73, 0.13, 2.48 eV/Å.